Record 1
Density functional theory data (the ωB97M-V functional and the def2-TZVPD basis) for a gas-phase ion, C28H38N2O2 (charge +2).

XYZ file:
```
70
Properties=species:S:1:pos:R:3:lowdin_charge:R:1
C 8.193 -1.983 2.143 -0.111
C 7.957 -1.489 0.560 -0.513
C 9.310 -0.654 0.167 -0.089
C 7.900 -2.917 -0.299 -0.094
C 6.567 -0.646 0.567 -0.135
C 6.150 0.132 -0.797 -0.450
C 7.039 1.466 -1.164 -0.103
C 6.047 -0.779 -2.153 -0.101
C 4.600 0.710 -0.531 -0.094
C 4.540 2.067 0.443 -0.007
C 3.103 2.743 0.850 0.011
C 1.682 2.064 0.287 -0.148
O 0.444 2.717 0.738 -0.166
C -0.733 2.284 -0.030 -0.173
C -1.876 3.487 0.182 -0.140
O -2.654 3.332 1.425 -0.185
C -3.773 2.392 1.248 -0.185
C -5.203 3.125 0.828 -0.092
N -6.165 1.964 0.503 -0.093
C -6.553 1.043 1.674 0.091
C -7.542 -0.277 1.480 0.067
C -8.138 -0.605 -0.018 -0.075
C -9.092 -1.934 -0.201 -0.062
C -9.542 -2.372 -1.741 0.069
C -10.476 -3.716 -1.880 0.072
N -10.900 -4.527 -0.640 0.038
C -10.530 -4.139 0.791 0.081
C -9.594 -2.791 1.109 0.064
C -7.711 0.433 -1.233 0.070
C -6.706 1.724 -0.914 0.101
C 1.799 0.754 -0.693 -0.028
C 3.238 0.026 -1.134 -0.003
H 9.276 -2.384 2.336 0.087
H 7.916 -1.033 2.794 0.085
H 7.349 -2.791 2.387 0.097
H 9.154 0.450 0.592 0.092
H 10.201 -1.119 0.805 0.091
H 9.565 -0.669 -0.975 0.083
H 8.593 -3.663 0.309 0.089
H 6.819 -3.356 -0.394 0.084
H 8.430 -2.725 -1.347 0.078
H 6.615 0.168 1.436 0.128
H 5.686 -1.406 0.825 0.142
H 7.496 1.944 -0.195 0.076
H 6.459 2.272 -1.807 0.104
H 7.968 1.137 -1.838 0.093
H 5.308 -1.694 -2.080 0.079
H 5.750 -0.159 -3.124 0.108
H 7.124 -1.223 -2.391 0.082
H 5.521 2.576 0.895 0.104
H 3.090 3.684 1.566 0.097
H -1.174 1.238 0.340 0.143
H -0.495 2.286 -1.176 0.137
H -2.588 3.515 -0.746 0.124
H -1.271 4.509 0.304 0.166
H -3.909 1.800 2.275 0.143
H -3.533 1.575 0.433 0.136
H -5.110 3.755 -0.170 0.149
H -5.639 3.785 1.721 0.170
H -6.137 1.271 2.747 0.150
H -7.769 -0.938 2.446 0.118
H -9.170 -1.688 -2.618 0.111
H -10.791 -4.043 -2.983 0.160
H -11.490 -5.390 -0.761 0.166
H -10.888 -4.803 1.714 0.161
H -9.302 -2.490 2.224 0.120
H -8.089 0.238 -2.325 0.106
H -6.439 2.428 -1.835 0.160
H 0.822 0.242 -1.124 0.072
H 3.273 -0.933 -1.823 0.088
```

Properties
HOMO energy = -10.574 eV
E_LUMO = -8.8528 eV
Kohn-Sham gap = 1.721 eV
Net charge = +2
E = -1348.10488 hartree

---

Record 2
Density functional theory data (the ωB97M-V functional and the def2-TZVPD basis) for a molecular structure, C28H38N3O3PPtS.

XYZ file:
```
75
Properties=species:S:1:pos:R:3:lowdin_charge:R:1
Pt 0.050 0.157 0.844 0.932
C -2.620 1.676 0.835 -0.048
N -1.341 1.777 1.565 -0.345
C -0.817 3.157 1.469 -0.060
C -1.529 1.423 3.000 -0.145
C -1.630 -0.061 3.194 -0.256
C -2.499 -0.640 4.108 -0.012
C -2.488 -2.016 4.293 -0.039
C -1.615 -2.819 3.569 -0.054
C -0.758 -2.249 2.638 -0.120
C -0.770 -0.869 2.439 -0.300
H -3.301 2.451 1.196 0.115
H -3.063 0.698 1.020 0.087
H -2.432 1.825 -0.226 0.075
H -1.475 3.820 2.038 0.114
H -0.803 3.467 0.431 0.081
H 0.187 3.196 1.884 0.075
H -2.406 1.956 3.381 0.144
H -0.655 1.812 3.530 0.135
H -3.179 -0.022 4.682 0.126
H -3.165 -2.465 5.007 0.120
H -1.614 -3.890 3.719 0.118
H -0.101 -2.887 2.059 0.098
C 2.096 2.290 -4.211 0.002
C 2.352 2.373 -2.745 -0.435
C 3.142 3.516 -2.191 -0.008
O 2.586 1.159 -2.186 0.015
C 0.409 2.935 -2.065 -0.489
O 0.181 3.909 -2.687 0.188
O 0.091 2.121 -1.247 0.005
H 3.041 2.041 -4.707 0.113
H 1.736 3.241 -4.593 0.100
H 1.375 1.508 -4.441 0.076
H 4.189 3.394 -2.492 0.111
H 3.101 3.545 -1.099 0.090
H 2.780 4.464 -2.580 0.102
H 2.999 1.271 -1.319 0.042
C 4.876 0.276 4.070 -0.028
N 4.134 0.724 2.896 -0.029
C 2.899 0.352 2.611 -0.746
N 2.249 -0.475 3.409 0.173
S 2.191 1.033 1.165 0.682
H 5.820 0.811 4.099 0.104
H 5.083 -0.793 4.014 0.104
H 4.326 0.511 4.982 0.102
H 4.583 1.352 2.248 0.135
H 2.691 -0.874 4.223 0.124
H 1.302 -0.764 3.181 0.055
C 1.455 -1.961 -1.275 -0.230
P -0.165 -1.180 -1.139 0.916
C -0.609 -0.544 -2.758 -0.350
C 0.097 -0.961 -3.886 -0.077
C -0.326 -0.569 -5.149 -0.061
C -1.437 0.247 -5.287 -0.042
C -2.137 0.674 -4.164 -0.042
C -1.728 0.275 -2.905 -0.096
C -1.357 -2.442 -0.666 -0.372
C -0.978 -3.775 -0.524 -0.086
C -1.909 -4.720 -0.115 -0.051
C -3.215 -4.338 0.155 -0.045
C -3.599 -3.010 0.008 -0.048
C -2.674 -2.066 -0.400 -0.095
H 1.414 -2.803 -1.968 0.066
H 1.775 -2.322 -0.298 0.053
H 2.169 -1.223 -1.637 0.042
H 0.969 -1.593 -3.803 0.105
H 0.217 -0.904 -6.022 0.121
H -1.764 0.552 -6.273 0.120
H -3.001 1.314 -4.274 0.119
H -2.280 0.612 -2.037 0.083
H 0.034 -4.096 -0.732 0.102
H -1.615 -5.755 -0.018 0.118
H -3.938 -5.077 0.470 0.119
H -4.620 -2.716 0.209 0.118
H -2.987 -1.036 -0.521 0.086
```

Properties
Expectation value of S² = 6.012
HOMO energy (spin up / spin down) = -12.754 / -14.202 eV
Spin multiplicity = 5
E_LUMO (spin up / spin down) = -4.5505 / -8.0160 eV
Kohn-Sham gap (spin up / spin down) = 8.204 / 6.186 eV
Net charge = +2
E = -2338.02694 hartree

---

Record 3
Density functional theory data (the ωB97M-V functional and the def2-TZVPD basis) for a molecular structure, C28H38N4O3P2SSn.

XYZ file:
```
77
Properties=species:S:1:pos:R:3:lowdin_charge:R:1
Sn 0.847 2.392 0.030 1.205
C 0.033 -1.931 1.906 -0.121
C 1.339 -1.684 1.724 -0.097
C 2.349 -2.443 0.910 -0.221
C 2.543 -2.014 -0.561 -0.181
C 1.295 -1.955 -1.395 -0.123
C 0.090 -2.430 -1.072 -0.111
C -0.228 -3.496 -0.067 -0.192
C -0.844 -2.933 1.231 -0.189
C -0.459 1.576 -1.556 -0.343
H -0.484 -1.312 2.642 0.092
H 1.759 -0.788 2.214 0.106
H 2.147 -3.521 0.939 0.094
H 3.303 -2.271 1.439 0.089
H 3.059 -1.038 -0.569 0.111
H 3.242 -2.728 -1.033 0.098
H 1.431 -1.439 -2.351 0.102
H -0.822 -2.137 -1.622 0.116
H 0.669 -4.075 0.180 0.095
H -0.965 -4.192 -0.510 0.119
H -1.811 -2.456 1.010 0.105
H -1.084 -3.770 1.907 0.115
H -1.511 1.886 -1.497 -0.007
H -0.336 0.491 -1.574 -0.030
H 0.016 2.043 -2.430 -0.027
P 6.940 -4.260 -2.352 1.063
P 7.308 -3.587 0.754 1.040
N 5.995 -5.411 -3.288 -0.283
N 8.213 -4.086 -3.591 -0.261
N 6.311 -4.748 1.645 -0.255
N 8.316 -3.156 2.123 -0.280
C 7.800 -5.505 -1.257 -0.385
C 8.440 -4.827 -0.030 -0.402
C 4.595 -5.333 -3.373 -0.148
C 4.130 -6.464 -4.022 -0.098
C 5.269 -7.274 -4.354 -0.084
C 6.397 -6.611 -3.884 -0.135
C 8.485 -2.852 -4.200 -0.152
C 9.598 -2.989 -5.019 -0.098
C 10.039 -4.354 -4.918 -0.084
C 9.180 -4.995 -4.029 -0.158
C 4.931 -4.580 1.785 -0.140
C 4.393 -5.708 2.384 -0.084
C 5.473 -6.618 2.614 -0.083
C 6.630 -6.014 2.142 -0.166
C 8.868 -3.944 3.143 -0.128
C 9.840 -3.202 3.806 -0.085
C 9.893 -1.908 3.175 -0.101
C 8.956 -1.904 2.157 -0.161
H 8.575 -6.045 -1.823 0.062
H 7.029 -6.239 -0.961 0.090
H 8.761 -5.594 0.688 0.066
H 9.338 -4.258 -0.330 0.090
H 4.085 -4.478 -2.958 0.083
H 3.102 -6.702 -4.236 0.088
H 5.263 -8.218 -4.872 0.088
H 7.436 -6.895 -3.918 0.081
H 7.859 -2.004 -3.989 0.090
H 10.051 -2.225 -5.627 0.087
H 10.866 -4.813 -5.434 0.089
H 9.193 -6.015 -3.678 0.079
H 4.480 -3.668 1.449 0.051
H 3.358 -5.864 2.641 0.091
H 5.421 -7.590 3.083 0.094
H 7.646 -6.385 2.125 0.091
H 8.530 -4.951 3.314 0.080
H 10.446 -3.541 4.631 0.089
H 10.553 -1.097 3.440 0.088
H 8.678 -1.150 1.440 0.090
C -2.590 1.251 2.867 -0.117
S -1.865 1.436 1.230 0.447
O -1.740 0.128 0.615 -0.335
O -2.536 2.503 0.510 -0.338
O -0.421 1.917 1.639 -0.653
H -3.632 1.582 2.884 0.068
H -1.971 1.866 3.525 0.065
H -2.540 0.194 3.139 0.059
```

Properties
HOMO energy = -8.420 eV
E_LUMO = -1.0344 eV
Kohn-Sham gap = 7.386 eV
Net charge = 0
ΔE to the lowest compared entry with this formula, charge and spin = 0.0 kcal per mole
E = -2829.58288 hartree